[1]
Here is a structure of composition C11H45FeN22O12 from the OMol25 dataset. Energies are from the ωB97M-V functional and the def2-TZVPD basis.

Properties
- F_max (eV/A) = 7.87
- DFT total energy (eV) = -103881.7987
- orbital gap (spin up / spin down) (eV) = 8.50 / 7.07
- lowest unoccupied orbital energy (spin up / spin down) (hartree) = -0.069 / -0.069
- net charge = +1
- spin multiplicity = 5

Geometry (Å):
Fe (17.233, -2.201, 37.638)
O (17.492, -0.546, 36.629)
H (17.161, -0.543, 35.710)
C (20.586, 0.358, 34.084)
O (19.714, 0.104, 33.256)
N (20.644, -0.048, 35.364)
N (21.769, 0.895, 33.783)
H (19.907, -0.652, 35.698)
H (21.156, 0.498, 36.043)
H (22.382, 0.932, 34.586)
H (21.929, 1.062, 32.800)
C (16.261, -4.900, 38.606)
O (16.913, -3.841, 38.743)
N (16.646, -5.935, 37.960)
N (15.065, -5.101, 39.178)
H (17.517, -5.930, 37.448)
H (16.199, -6.801, 38.223)
H (14.813, -4.380, 39.839)
H (14.794, -6.074, 39.162)
C (18.007, 2.743, 36.482)
O (18.161, 3.969, 36.601)
N (17.617, 2.052, 37.506)
N (18.010, 2.017, 35.381)
H (17.642, 2.365, 38.466)
H (17.542, 1.067, 37.293)
H (18.021, 1.018, 35.531)
H (18.315, 2.434, 34.513)
C (19.102, -3.764, 33.212)
O (20.157, -4.067, 33.825)
N (18.423, -4.612, 32.501)
N (18.658, -2.585, 33.169)
H (18.720, -5.564, 32.338)
H (17.538, -4.378, 32.074)
H (19.022, -1.974, 33.887)
H (18.406, -2.249, 32.251)
C (14.374, 1.851, 33.649)
O (13.753, 0.822, 33.852)
N (15.680, 2.000, 33.566)
N (13.811, 3.046, 33.465)
H (16.266, 1.295, 33.990)
H (16.169, 2.826, 33.253)
H (12.805, 3.133, 33.485)
H (14.413, 3.769, 33.098)
C (15.915, -3.303, 35.072)
O (16.796, -3.222, 35.856)
N (15.307, -4.417, 34.724)
N (15.325, -2.337, 34.480)
H (14.580, -4.436, 34.023)
H (15.745, -5.211, 35.170)
H (14.960, -2.395, 33.540)
H (15.526, -1.454, 34.928)
C (13.097, -1.837, 31.335)
O (14.050, -2.518, 31.659)
N (12.140, -2.136, 30.575)
N (12.869, -0.713, 31.848)
H (11.293, -1.586, 30.604)
H (12.126, -3.074, 30.201)
H (12.263, -0.215, 31.211)
H (13.403, -0.225, 32.552)
C (18.164, -0.552, 40.317)
O (17.455, -1.062, 39.453)
N (17.729, -0.319, 41.574)
N (19.408, -0.294, 40.206)
H (16.852, -0.755, 41.821)
H (18.360, -0.072, 42.323)
H (20.016, 0.111, 40.905)
H (19.736, -0.163, 39.260)
C (20.161, -3.598, 37.832)
O (19.225, -2.776, 37.813)
N (20.749, -3.982, 38.949)
N (20.813, -3.921, 36.729)
H (21.532, -4.621, 38.932)
H (20.408, -3.670, 39.847)
H (21.554, -4.603, 36.809)
H (20.498, -3.782, 35.779)
C (14.424, -0.930, 38.072)
O (15.235, -1.838, 37.962)
N (13.165, -1.102, 38.207)
N (14.754, 0.376, 38.044)
H (12.737, -2.016, 38.232)
H (12.638, -0.244, 38.287)
H (15.705, 0.673, 37.878)
H (14.213, 1.131, 38.439)
C (17.479, -0.489, 30.750)
O (17.764, -1.626, 30.399)
N (18.115, 0.569, 30.284)
N (16.454, -0.236, 31.543)
H (17.910, 1.504, 30.606)
H (18.902, 0.447, 29.662)
H (16.056, -1.043, 32.001)
H (16.021, 0.676, 31.553)

***

[2]
Here is a structure of composition C12H22F6O5PRb from the OMol25 dataset. Energies are from the ωB97M-V functional and the def2-TZVPD basis.

Properties
- F_max (eV/A) = 1.05
- DFT total energy (eV) = -49294.9399
- orbital gap (eV) = 9.95
- lowest unoccupied orbital energy (hartree) = -0.004
- net charge = 0

Geometry (Å):
Rb (-30.246, -3.781, 7.875)
P (-30.307, -2.513, 11.330)
F (-31.532, -2.925, 10.314)
F (-29.634, -3.983, 11.031)
F (-29.489, -1.928, 10.043)
F (-29.088, -2.109, 12.266)
F (-31.037, -1.113, 11.582)
F (-31.097, -3.171, 12.572)
C (-32.177, 0.489, 5.977)
C (-33.591, -0.092, 6.161)
C (-33.276, -1.539, 6.622)
O (-31.875, -1.620, 6.793)
C (-31.343, -0.754, 5.787)
H (-31.875, 0.890, 6.952)
H (-32.052, 1.330, 5.299)
H (-34.190, -0.047, 5.252)
H (-34.146, 0.448, 6.928)
H (-33.603, -2.257, 5.851)
H (-33.803, -1.838, 7.526)
H (-31.483, -1.239, 4.812)
H (-30.277, -0.610, 5.954)
C (-30.769, -7.471, 10.013)
C (-31.027, -8.321, 8.772)
C (-31.183, -7.215, 7.714)
O (-31.769, -6.110, 8.409)
C (-31.836, -6.421, 9.814)
H (-29.770, -7.031, 9.946)
H (-30.821, -8.000, 10.963)
H (-31.970, -8.863, 8.875)
H (-30.251, -9.046, 8.528)
H (-31.796, -7.568, 6.886)
H (-30.193, -6.947, 7.322)
H (-32.830, -6.829, 10.034)
H (-31.721, -5.534, 10.436)
C (-34.390, -5.446, 1.960)
C (-34.379, -5.163, 3.433)
C (-34.215, -6.407, 4.322)
O (-33.151, -6.079, 5.206)
C (-32.598, -4.906, 4.855)
O (-31.680, -4.402, 5.424)
O (-33.226, -4.368, 3.798)
H (-35.308, -5.966, 1.686)
H (-33.551, -6.093, 1.688)
H (-34.299, -4.539, 1.364)
H (-35.248, -4.576, 3.732)
H (-33.952, -7.282, 3.726)
H (-35.108, -6.634, 4.900)

***

[3]
Here is a structure of composition C51H51HfIN5O5SbSe4 from the OMol25 dataset. Energies are from the ωB97M-V functional and the def2-TZVPD basis.

Properties
- F_max (eV/A) = 1.44
- DFT total energy (eV) = -348738.5912
- orbital gap (eV) = 5.12
- lowest unoccupied orbital energy (hartree) = 0.122
- net charge = -2

Geometry (Å):
Hf (0.634, -0.167, 0.022)
C (-2.750, 3.049, 0.612)
C (-2.941, 2.375, 1.971)
C (-1.789, 2.685, 2.931)
C (-3.226, 0.878, 1.947)
C (-4.207, 0.447, 2.841)
C (-4.656, -0.859, 2.858)
C (-4.132, -1.756, 1.944)
C (-3.134, -1.384, 1.050)
C (-2.645, -2.440, 0.069)
C (-3.763, -2.904, -0.875)
C (-2.063, -3.659, 0.791)
C (-2.639, -0.059, 1.076)
N (-1.566, 0.304, 0.219)
C (-1.909, 0.408, -1.144)
C (-0.985, 0.488, -2.167)
N (0.397, 0.617, -1.940)
C (1.276, 0.279, -3.013)
C (2.002, 1.269, -3.677)
C (2.986, 0.882, -4.586)
C (3.213, -0.445, -4.880)
C (2.459, -1.422, -4.247)
C (1.512, -1.085, -3.294)
C (0.796, -2.215, -2.559)
C (-0.333, -2.802, -3.412)
C (1.750, -3.319, -2.108)
C (1.846, 2.767, -3.431)
C (0.415, 3.293, -3.310)
C (2.680, 3.190, -2.219)
C (-1.706, 0.544, -3.458)
C (-1.347, 0.562, -4.778)
C (-2.377, 0.626, -5.764)
C (-3.707, 0.675, -5.442)
C (-4.099, 0.648, -4.072)
C (-5.427, 0.713, -3.559)
C (-5.626, 0.687, -2.205)
C (-4.554, 0.574, -1.270)
C (-3.269, 0.504, -1.739)
C (-3.083, 0.565, -3.142)
H (-2.687, 4.133, 0.756)
H (-3.588, 2.846, -0.054)
H (-1.848, 2.709, 0.110)
H (-3.842, 2.827, 2.401)
H (-0.884, 2.157, 2.639)
H (-2.035, 2.368, 3.946)
H (-1.582, 3.762, 2.952)
H (-4.642, 1.174, 3.520)
H (-5.417, -1.172, 3.564)
H (-4.501, -2.775, 1.926)
H (-1.860, -2.006, -0.552)
H (-4.522, -3.470, -0.327)
H (-3.344, -3.555, -1.646)
H (-4.256, -2.069, -1.371)
H (-2.749, -4.024, 1.560)
H (-1.107, -3.434, 1.259)
H (-1.889, -4.471, 0.082)
H (3.599, 1.650, -5.046)
H (4.009, -0.729, -5.557)
H (2.656, -2.463, -4.465)
H (0.299, -1.807, -1.660)
H (0.087, -3.204, -4.337)
H (-1.078, -2.051, -3.677)
H (-0.834, -3.614, -2.877)
H (2.117, -3.881, -2.969)
H (1.238, -4.007, -1.433)
H (2.619, -2.910, -1.591)
H (2.283, 3.246, -4.315)
H (-0.059, 2.962, -2.385)
H (-0.218, 2.966, -4.136)
H (0.435, 4.388, -3.319)
H (2.455, 2.556, -1.360)
H (2.471, 4.237, -1.964)
H (3.750, 3.091, -2.401)
H (-0.311, 0.521, -5.088)
H (-2.083, 0.642, -6.807)
H (-4.460, 0.732, -6.220)
H (-6.267, 0.793, -4.239)
H (-6.636, 0.743, -1.816)
H (-4.788, 0.537, -0.214)
O (3.787, 2.834, 1.709)
C (3.212, 1.935, 2.071)
C (0.674, 4.627, 0.385)
C (0.672, 3.183, 0.531)
N (0.695, 2.054, 0.689)
H (0.170, 5.069, 1.243)
H (0.154, 4.895, -0.534)
H (1.708, 4.965, 0.336)
I (-0.905, -1.787, 4.203)
C (0.185, -0.253, 5.105)
C (0.461, -0.318, 6.469)
C (1.202, 0.707, 7.023)
C (1.646, 1.740, 6.207)
C (1.323, 1.696, 4.864)
N (0.596, 0.718, 4.318)
H (0.114, -1.154, 7.058)
H (1.443, 0.695, 8.079)
H (2.248, 2.550, 6.596)
H (1.666, 2.464, 4.181)
Se (6.169, 2.056, -1.573)
Sb (5.724, -0.155, -0.656)
Se (3.017, -0.196, -0.274)
Se (5.883, -2.038, -2.180)
Se (6.473, -0.480, 1.624)
O (1.128, -4.072, 1.233)
C (1.422, -2.926, 1.511)
O (0.684, -1.906, 1.121)
C (2.593, -2.643, 2.405)
C (3.525, -3.654, 2.610)
C (4.552, -3.475, 3.521)
C (4.604, -2.285, 4.220)
C (3.723, -1.244, 4.002)
C (2.718, -1.432, 3.072)
N (5.608, -2.143, 5.297)
O (6.452, -3.011, 5.411)
O (5.515, -1.181, 6.039)
H (3.424, -4.579, 2.061)
H (5.305, -4.230, 3.687)
H (3.845, -0.308, 4.526)
H (2.017, -0.634, 2.882)

***

[4]
Here is a cluster of 4 separate species, C36H56ClF7N6O3S2 in total from the OMol25 dataset. Energies are from the ωB97M-V functional and the def2-TZVPD basis.

Properties
- F_max (eV/A) = 9.68
- DFT total energy (eV) = -106529.7440
- orbital gap (eV) = 8.01
- lowest unoccupied orbital energy (hartree) = 0.007
- net charge = 0

Geometry (Å):
C (2.176, -5.311, -0.708)
C (1.948, -3.872, -1.276)
S (1.297, -2.669, -0.047)
C (-0.272, -2.033, -0.721)
C (-1.189, -0.919, -0.109)
C (-2.527, -1.256, -0.944)
C (-3.607, -2.246, -0.444)
C (-3.404, -3.786, -0.693)
C (-4.614, -4.517, 0.043)
C (-4.246, -4.646, 1.583)
N (-4.969, -5.747, 2.266)
C (-1.462, -1.322, 1.392)
C (-0.369, -1.712, 2.436)
N (0.906, -1.021, 2.600)
C (1.900, -1.987, 3.159)
C (-2.528, -0.334, 2.077)
C (-2.453, 1.090, 1.455)
Cl (-3.999, 1.385, 0.522)
N (-1.136, 1.484, 0.856)
C (-1.314, 2.962, 0.591)
O (-0.132, 3.681, 0.302)
C (0.022, 4.795, 1.187)
C (-0.211, 1.585, 2.061)
O (-0.643, 1.566, 3.238)
O (1.031, 1.881, 2.060)
C (-0.706, 0.628, -0.318)
C (0.901, 0.568, -0.427)
S (2.008, 0.126, -1.723)
C (1.775, -0.868, -3.172)
C (3.168, -0.978, -3.939)
C (-1.034, 1.227, -1.732)
F (-0.925, 0.251, -2.703)
F (-2.385, 1.617, -1.898)
C (-0.443, 2.514, -2.426)
F (-0.928, 2.379, -3.762)
F (-1.144, 3.701, -2.198)
C (1.010, 2.972, -2.781)
F (1.891, 3.252, -1.820)
F (0.872, 4.207, -3.422)
F (1.528, 2.241, -3.804)
H (2.992, -5.255, 0.043)
H (2.481, -5.967, -1.557)
H (1.212, -5.654, -0.262)
H (2.917, -3.488, -1.682)
H (1.241, -3.857, -2.146)
H (-0.155, -1.916, -1.828)
H (-0.902, -2.963, -0.680)
H (-2.248, -1.665, -1.953)
H (-3.110, -0.360, -1.228)
H (-3.938, -2.157, 0.618)
H (-4.554, -2.029, -1.012)
H (-2.495, -4.216, -0.214)
H (-3.401, -4.041, -1.781)
H (-5.514, -3.881, -0.106)
H (-4.753, -5.561, -0.315)
H (-4.568, -3.666, 2.031)
H (-3.135, -4.675, 1.735)
H (-5.227, -5.362, 3.180)
H (-4.239, -6.424, 2.509)
H (-2.041, -2.287, 1.413)
H (-0.888, -1.722, 3.443)
H (-0.106, -2.799, 2.321)
H (0.809, -0.372, 3.387)
H (2.074, -2.859, 2.501)
H (2.859, -1.478, 3.405)
H (1.472, -2.338, 4.143)
H (-3.572, -0.689, 1.989)
H (-2.338, -0.238, 3.172)
H (-2.743, 1.757, 2.297)
H (-2.126, 3.262, -0.097)
H (-1.611, 3.408, 1.579)
H (-0.907, 5.424, 1.185)
H (0.861, 5.459, 0.901)
H (0.184, 4.446, 2.236)
H (1.168, 1.643, -0.223)
H (1.231, 0.040, 0.510)
H (1.413, -1.926, -3.105)
H (1.084, -0.400, -3.920)
H (3.946, -0.805, -3.147)
H (3.282, -0.206, -4.723)
H (3.354, -2.016, -4.296)
C (3.164, 8.673, -2.699)
C (3.597, 8.208, -1.430)
C (2.921, 7.043, -1.171)
N (2.095, 6.789, -2.232)
C (2.240, 7.774, -3.170)
H (3.494, 9.564, -3.210)
H (4.322, 8.675, -0.782)
H (2.957, 6.376, -0.325)
H (1.477, 5.999, -2.310)
H (1.675, 7.750, -4.087)
C (-2.920, -6.944, 6.446)
C (-3.940, -7.923, 6.322)
C (-5.131, -7.257, 6.192)
N (-4.870, -5.913, 6.237)
C (-3.523, -5.715, 6.386)
H (-1.863, -7.122, 6.564)
H (-3.815, -8.994, 6.327)
H (-6.138, -7.621, 6.073)
H (-5.560, -5.186, 6.170)
H (-3.113, -4.720, 6.439)
C (7.410, 4.835, -3.561)
C (7.641, 5.735, -4.633)
C (6.600, 6.627, -4.648)
N (5.747, 6.298, -3.631)
C (6.235, 5.211, -2.961)
H (8.033, 4.007, -3.264)
H (8.477, 5.729, -5.315)
H (6.392, 7.465, -5.294)
H (4.891, 6.783, -3.408)
H (5.706, 4.799, -2.117)

***

[5]
Here is a cluster of 2 separate species, C4H11IO3Si in total from the OMol25 dataset. Energies are from the ωB97M-V functional and the def2-TZVPD basis.

Properties
- F_max (eV/A) = 5.95
- DFT total energy (eV) = -26444.2041
- orbital gap (spin up / spin down) (eV) = 5.52 / 5.53
- lowest unoccupied orbital energy (spin up / spin down) (hartree) = -0.066 / -0.066
- net charge = 0

Geometry (Å):
C (-0.203, -2.308, -0.173)
C (1.316, 2.032, -2.576)
C (-1.398, 1.432, 1.342)
C (-0.460, -2.322, 1.337)
O (1.554, 1.319, -1.382)
O (-0.768, 1.503, 0.182)
O (-1.514, -1.753, 1.889)
Si (0.542, 0.720, -0.268)
I (2.061, 0.418, 1.547)
H (0.140, -1.168, -0.473)
H (0.633, -2.911, -0.337)
H (-1.134, -2.451, -0.870)
H (1.050, 3.187, -2.366)
H (0.367, 1.647, -2.985)
H (2.080, 1.863, -3.359)
H (-1.698, 0.438, 1.644)
H (-2.075, 2.215, 1.416)
H (-0.537, 1.671, 2.110)
H (0.577, -2.125, 1.786)
H (-0.535, -3.408, 1.535)

***

[6]
Here is a cluster of 2 separate species, C19H15FN2O4S in total from the OMol25 dataset. Energies are from the ωB97M-V functional and the def2-TZVPD basis.

Properties
- F_max (eV/A) = 1.15
- DFT total energy (eV) = -44667.1827
- orbital gap (eV) = 8.57
- lowest unoccupied orbital energy (hartree) = -0.037
- net charge = 0

Geometry (Å):
C (-2.733, 0.339, -3.506)
C (-2.245, -0.676, -3.100)
C (-1.623, -1.896, -2.681)
C (-0.478, -1.964, -1.860)
C (0.271, -0.778, -1.370)
C (1.002, -0.839, -0.183)
C (1.705, 0.264, 0.251)
N (1.763, 1.454, -0.362)
C (1.063, 1.480, -1.499)
C (0.330, 0.440, -2.037)
C (0.000, -3.230, -1.494)
C (-0.661, -4.356, -1.912)
C (-1.791, -4.302, -2.704)
C (-2.257, -3.073, -3.098)
F (-3.333, -2.976, -3.866)
C (-2.282, -5.690, -2.953)
O (-3.111, -6.052, -3.728)
N (-1.493, -6.570, -2.122)
C (-0.358, -5.801, -1.663)
O (0.655, -6.269, -1.243)
H (-3.167, 1.237, -3.869)
H (1.015, -1.727, 0.428)
H (2.263, 0.173, 1.171)
H (1.084, 2.416, -2.047)
H (-0.167, 0.586, -2.979)
H (0.893, -3.327, -0.900)
H (-2.018, -6.854, -1.298)
O (-0.555, 2.122, 2.579)
S (0.789, 2.444, 2.988)
O (1.798, 1.420, 3.092)
C (1.390, 3.802, 1.991)
C (0.958, 5.047, 2.760)
C (1.251, 4.756, 4.238)
C (0.712, 3.353, 4.541)
H (0.966, 3.721, 0.995)
H (2.475, 3.713, 1.941)
H (1.488, 5.932, 2.409)
H (-0.111, 5.217, 2.620)
H (2.328, 4.783, 4.409)
H (0.797, 5.497, 4.895)
H (1.308, 2.822, 5.279)
H (-0.331, 3.373, 4.851)

***

[7]
Here is the ion C4H10N2O with charge +1 from the OMol25 dataset. Energies are from the ωB97M-V functional and the def2-TZVPD basis.

Properties
- F_max (eV/A) = 2.05
- DFT total energy (eV) = -9329.3554
- orbital gap (spin up / spin down) (eV) = 11.19 / 7.09
- lowest unoccupied orbital energy (spin up / spin down) (hartree) = -0.120 / -0.270
- net charge = +1
- spin multiplicity = 2

Geometry (Å):
C (-0.110, -2.008, -0.599)
N (-0.203, -0.599, -0.299)
C (-1.421, 0.080, -0.699)
C (1.036, -0.038, 0.178)
C (1.146, 1.488, 0.575)
N (0.010, 1.982, 1.175)
O (2.193, 2.028, 0.423)
H (-0.878, -2.271, -1.328)
H (-0.376, -2.644, 0.253)
H (0.874, -2.327, -0.938)
H (-1.091, 0.715, -1.534)
H (-2.150, -0.659, -0.958)
H (-1.783, 0.746, 0.063)
H (1.342, -0.455, 1.148)
H (1.812, -0.244, -0.561)
H (0.147, 2.932, 1.489)
H (-0.547, 1.272, 1.612)

***

[8]
Here is a structure of composition C4H5NO2 from the OMol25 dataset. Energies are from the ωB97M-V functional and the def2-TZVPD basis.

Properties
- F_max (eV/A) = 1.43
- DFT total energy (eV) = -9810.1471
- orbital gap (eV) = 9.90
- lowest unoccupied orbital energy (hartree) = 0.023
- net charge = 0

Geometry (Å):
O (-0.701, 1.215, 2.014)
C (-1.160, 0.537, 1.140)
C (0.094, -0.666, 0.606)
C (0.884, -1.310, -0.576)
N (0.820, 0.119, -0.365)
C (0.064, 1.046, -0.991)
O (-0.945, 1.526, -0.474)
H (-2.234, 0.400, 0.941)
H (0.651, -0.826, 1.526)
H (0.468, -1.770, -1.471)
H (1.907, -1.666, -0.369)
H (0.406, 1.441, -1.943)

***

[9]
Here is a structure of composition CH4IO2PS from the OMol25 dataset. Energies are from the ωB97M-V functional and the def2-TZVPD basis.

Properties
- F_max (eV/A) = 2.75
- DFT total energy (eV) = -33420.5876
- orbital gap (eV) = 7.64
- lowest unoccupied orbital energy (hartree) = -0.051
- net charge = 0

Geometry (Å):
C (1.637, 0.904, 0.434)
O (1.617, 1.208, -0.869)
O (0.860, 0.288, 1.117)
P (-1.821, 0.074, -0.332)
S (-0.992, -0.239, -2.077)
I (-1.508, -2.516, 1.471)
H (2.555, 1.364, 0.791)
H (0.789, 0.941, -1.342)
H (-0.129, -1.522, 1.251)
H (-3.008, -0.501, -0.443)